110
Properties=species:S:1:pos:R:3 method="wB97M-V/def2-TZVPD" gap_ev="4.4212 / 4.7558" relative_energy_ev=5.885 s2=0.852 total_energy_ha=-4438.58611 spin_multiplicity=2
Ir -0.99782 -0.05696 0.48610
C -5.63562 -2.49924 -5.72402
C -4.51299 -2.06241 -4.82366
C -3.62541 -1.06557 -5.22986
C -2.56395 -0.68784 -4.43091
C -2.38613 -1.31422 -3.20173
C -3.26333 -2.29176 -2.76417
C -4.32367 -2.65709 -3.58299
S -0.98551 -0.82572 -2.25927
O -1.22435 0.55864 -1.84306
O 0.17273 -0.98350 -3.10259
N -1.06742 -1.70174 -0.90776
C 0.07953 -2.27335 -0.29253
C 1.13184 -2.97396 -1.11024
C 2.05862 -3.67703 -0.47054
C 1.84910 -3.96417 0.99551
C 1.89431 -2.80922 1.98242
C 2.69210 -2.63885 3.07186
C 2.25492 -1.76991 4.07688
C 0.98251 -1.20707 3.97764
N 0.18737 -1.35755 2.93826
C 0.65967 -2.05967 1.86074
H -6.00112 -1.67043 -6.32970
H -6.46893 -2.90227 -5.14976
H -5.29480 -3.28024 -6.40706
H -3.76938 -0.58304 -6.18909
H -1.87296 0.08049 -4.75143
H -3.11384 -2.75133 -1.79654
H -5.01392 -3.42182 -3.24709
H 1.12959 -2.86131 -2.18475
H 2.87308 -4.16188 -0.99318
H 2.44776 -4.81094 1.32522
H 3.61522 -3.19515 3.18426
H 2.85908 -1.57854 4.95233
H 0.60031 -0.59868 4.79053
C 7.46004 1.89396 -4.17474
C 6.21746 1.52575 -3.40959
C 5.34788 2.50014 -2.93873
C 4.19627 2.17982 -2.22721
C 3.32538 3.30571 -1.73287
C 3.91852 0.82831 -1.96849
Te 2.14527 0.39499 -0.85727
N 0.61252 -1.15885 0.55818
C -0.24658 -3.11968 1.02591
O 0.46296 -4.32332 1.09185
C -1.68307 -3.39106 1.36958
C -2.17018 -4.66253 1.05455
C -3.48215 -5.00735 1.33080
C -4.32718 -4.09221 1.94301
C -3.84978 -2.83236 2.26131
C -2.53845 -2.47690 1.97236
C 3.25195 0.72819 0.93741
C 4.45801 0.04416 1.08042
C 5.19739 0.13572 2.24770
C 4.73207 0.92766 3.28926
C 3.54283 1.61798 3.14298
C 2.77854 1.53289 1.97549
C 1.50402 2.32413 1.87976
C 4.77330 -0.17007 -2.44115
C 4.53548 -1.64158 -2.21972
C 5.91214 0.19931 -3.15319
H 7.53961 2.97234 -4.30415
H 7.46114 1.43144 -5.16298
H 8.35404 1.54887 -3.65267
H 5.57011 3.54486 -3.12872
H 3.63048 4.24883 -2.18488
H 3.40675 3.40918 -0.64712
H 2.27253 3.14039 -1.96366
H -1.51382 -5.38214 0.58780
H -3.83968 -5.99657 1.07574
H -5.34798 -4.36344 2.18053
H -4.49452 -2.11652 2.75314
H -2.17921 -1.49874 2.26393
H 4.83853 -0.55214 0.26116
H 6.12723 -0.41062 2.34176
H 5.29666 1.01006 4.20938
H 3.18250 2.24395 3.95125
H 1.43878 3.05665 2.68404
H 0.63361 1.67375 1.96883
H 1.41697 2.84400 0.92369
H 3.64674 -1.82566 -1.61948
H 5.39130 -2.09843 -1.71703
H 4.40666 -2.15563 -3.17449
H 6.57617 -0.57879 -3.51798
O -1.69275 1.40921 1.48041
C -2.62518 2.40828 1.74596
C -2.15228 3.69765 1.08353
C -1.53039 3.78191 -0.12632
C -1.28862 5.12585 -0.52380
C -1.74040 6.02652 0.39266
S -2.44541 5.25283 1.74337
C -2.71734 2.59861 3.24976
C -3.76095 3.05579 3.99380
C -3.46748 3.09472 5.38615
C -2.20963 2.65330 5.65865
S -1.37901 2.18337 4.24032
C -3.98454 2.03400 1.19237
C -4.81107 2.75268 0.38462
C -6.03279 2.07494 0.10395
C -6.09749 0.85741 0.70628
S -4.68901 0.52696 1.61505
H -1.26704 2.91052 -0.71134
H -0.80345 5.40549 -1.44771
H -1.68758 7.10214 0.35134
H -4.70542 3.35537 3.56070
H -4.16466 3.42580 6.14162
H -1.73234 2.56824 6.62127
H -4.55762 3.72890 -0.00229
H -6.81857 2.48069 -0.51597
H -6.89481 0.13363 0.66018